DFT (ωB97M-V/def2-TZVPD) results for C12H31NNaO4 as an isolated structure in a non-equilibrium geometry.

Positions of all 49 atoms, in Å:
Na (-0.6183, 0.5243, -1.1319)
C (-2.4703, -1.7387, -1.8949)
O (-2.3913, -0.8027, -0.9059)
C (-2.3493, -1.3067, 0.4141)
C (-0.9223, -1.7477, 0.7951)
N (0.0857, -0.6647, 0.8381)
C (1.3837, -1.0987, 1.2511)
C (1.6247, -1.0627, 2.7331)
O (2.2617, -2.3117, 2.9871)
C (2.7197, -2.5027, 4.2851)
H (-2.7493, -1.3617, -2.9069)
H (-3.2043, -2.3937, -1.8439)
H (-1.5743, -2.2837, -2.0859)
H (-3.0973, -2.0327, 0.6771)
H (-2.6263, -0.4857, 1.1021)
H (-0.5203, -2.5037, 0.0661)
H (-1.0983, -2.2577, 1.7501)
H (-0.1823, -0.1137, 1.6741)
H (2.0777, -0.5347, 0.7511)
H (1.6257, -2.1647, 0.9541)
H (0.6647, -1.1107, 3.3611)
H (2.2077, -0.1127, 2.9591)
H (3.2607, -3.4527, 4.3521)
H (2.0147, -2.4417, 5.0981)
H (3.4667, -1.6227, 4.4391)
C (-1.7453, 4.4463, -0.0659)
C (-1.8123, 3.0413, 0.4641)
C (-3.0503, 2.3713, -0.0759)
O (-0.5973, 2.4073, 0.1231)
H (-0.7253, 4.9033, 0.0121)
H (-2.4653, 5.0063, 0.4471)
H (-1.9913, 4.4433, -1.0899)
H (-1.7753, 2.9873, 1.5121)
H (-3.8213, 3.0533, -0.1819)
H (-3.2853, 1.6183, 0.6931)
H (-2.9903, 1.7673, -1.0389)
H (0.1017, 2.9473, 0.4001)
C (2.8337, -0.7267, -3.5009)
C (1.8747, -0.4047, -2.3439)
C (1.8637, 1.0763, -1.9429)
O (0.5197, -0.7067, -2.6939)
H (2.4107, -0.3877, -4.3549)
H (2.9677, -1.8237, -3.5109)
H (3.7177, -0.0737, -3.3379)
H (2.0597, -1.0217, -1.5029)
H (1.8447, 1.7453, -2.8129)
H (2.8387, 1.2053, -1.4859)
H (1.2567, 1.3583, -1.0349)
H (0.3827, -1.6497, -2.3979)

As for the lowest unoccupied orbital energy: -2.37 eV. The net charge is +1. The calculation puts the molecular weight at 276.4 u. As for the energy relative to the best compared isomer or geometry (same formula, charge and spin): 12.14 kcal/mol. The value obtained for the HOMO-LUMO gap is 0.3723 hartree.

Atom-resolved charges from Mulliken, all expressed in e:
1 Na 0.655
2 C -0.980
3 O -0.213
4 C -0.712
5 C -0.608
6 N 0.399
7 C -1.094
8 C -0.692
9 O -0.314
10 C -0.741
11 H 0.326
12 H 0.513
13 H 0.234
14 H 0.512
15 H 0.164
16 H 0.330
17 H 0.359
18 H 0.153
19 H 0.597
20 H 0.318
21 H 0.277
22 H 0.394
23 H 0.249
24 H 0.304
25 H 0.305
26 C -1.588
27 C 0.565
28 C -1.143
29 O -0.380
30 H 0.397
31 H 0.454
32 H 0.366
33 H 0.301
34 H 0.468
35 H 0.239
36 H 0.230
37 H 0.178
38 C -1.472
39 C 1.048
40 C -1.299
41 O -0.600
42 H 0.418
43 H 0.356
44 H 0.358
45 H -0.045
46 H 0.367
47 H 0.485
48 H 0.262
49 H 0.300

---

DFT (ωB97M-V/def2-TZVPD) results for a 2-piece molecular cluster, C6H13N overall.

Positions of all 20 atoms, in Å:
C (-0.7257, 0.4945, -3.0580)
C (-0.6654, -0.2710, -1.9715)
C (-0.0615, -1.6446, -1.9846)
N (-1.2182, 0.0883, -0.7407)
H (-1.1740, 1.4777, -3.0432)
H (-0.3461, 0.1178, -3.9947)
H (-0.8094, -2.4084, -1.7498)
H (0.7199, -1.7221, -1.2296)
H (0.3652, -1.8565, -2.9627)
H (-0.7080, -0.2759, 0.0524)
H (-1.3687, 1.0825, -0.6329)
C (1.4050, -0.4580, 1.7682)
C (1.0571, 0.7908, 2.0359)
C (-0.0539, 1.1568, 2.9763)
H (2.2294, -0.6729, 1.1041)
H (0.8516, -1.2820, 2.2003)
H (1.5692, 1.6234, 1.5663)
H (-0.9098, 1.5715, 2.4369)
H (-0.4071, 0.2825, 3.5214)
H (0.2503, 1.9057, 3.7058)

As for the lowest unoccupied orbital energy: 1.02 eV. The calculation puts the molecular weight at 99.2 u. As for the energy relative to the best compared isomer or geometry (same formula, charge and spin): 22.59 kcal/mol. The value obtained for the HOMO-LUMO gap is 0.3355 hartree.

Atom-resolved charges from Mulliken, all expressed in e:
1 C -1.031
2 C 0.887
3 C -1.124
4 N -0.542
5 H 0.255
6 H 0.248
7 H 0.276
8 H 0.238
9 H 0.332
10 H 0.221
11 H 0.247
12 C -0.897
13 C 0.167
14 C -1.019
15 H 0.301
16 H 0.271
17 H 0.300
18 H 0.237
19 H 0.295
20 H 0.338

---

DFT (ωB97M-V/def2-TZVPD) results for a 2-piece molecular cluster, C4H10N2O2 overall in a non-equilibrium geometry.

Positions of all 18 atoms, in Å:
C (-3.1379, -1.5610, -0.7038)
C (-1.8373, -0.7458, -0.7053)
N (-0.8259, -1.3163, 0.0301)
O (-1.7447, 0.3233, -1.2666)
H (-3.2951, -1.8701, 0.3539)
H (-3.0878, -2.5519, -1.1256)
H (-4.0652, -1.0034, -0.8790)
H (0.1100, -1.0120, -0.1923)
H (-1.0748, -1.8746, 0.8258)
C (2.3034, 1.9458, 1.3281)
C (2.5005, 0.9543, 0.1743)
N (1.4176, 0.5387, -0.5597)
O (3.5750, 0.4162, 0.0356)
H (1.3064, 2.1564, 1.6909)
H (2.7475, 2.8908, 0.9841)
H (2.9655, 1.5540, 2.0971)
H (1.5640, 0.0585, -1.4376)
H (0.5789, 1.0971, -0.6500)

As for the lowest unoccupied orbital energy: 0.69 eV. The calculation puts the molecular weight at 118.1 u. As for the energy relative to the best compared isomer or geometry (same formula, charge and spin): 18.87 kcal/mol. The value obtained for the HOMO-LUMO gap is 0.3883 hartree.

Atom-resolved charges from Mulliken, all expressed in e:
1 C -1.135
2 C 0.687
3 N -0.324
4 O -0.579
5 H 0.298
6 H 0.321
7 H 0.308
8 H 0.296
9 H 0.194
10 C -0.862
11 C 0.491
12 N -0.481
13 O -0.594
14 H 0.326
15 H 0.254
16 H 0.284
17 H 0.254
18 H 0.263